DFT (ωB97M-V/def2-TZVPD) results for C28H20N5O7V as an isolated structure.

```
61
C28H20N5O7V, DFT ωB97M-V/def2-TZVPD
V 0.1012 -0.2049 -0.3260
O 1.8274 -1.1140 0.2511
C 2.1137 -2.3602 0.4797
C 3.4719 -2.7162 0.6038
C 3.8891 -4.0177 0.7655
C 2.9533 -5.0587 0.8046
C 1.6179 -4.7553 0.7101
C 1.1385 -3.4271 0.5848
C -0.2409 -3.1428 0.5259
N -1.3361 -1.5859 -0.8380
C -2.7148 -1.8722 -1.1277
C -3.2686 -2.9606 -0.5271
N -1.1678 -4.2124 -0.0020
H 4.1865 -1.9054 0.5353
H 4.9464 -4.2369 0.8494
H 3.2715 -6.0864 0.9174
H 0.9088 -5.5751 0.7655
H -3.2645 -1.1920 -1.7636
H -4.3440 -3.0752 -0.6208
H -0.9736 -5.0377 0.5600
N -1.7610 0.8075 0.3205
C -2.0482 0.0872 1.5473
C -2.6242 0.7292 2.6288
C -2.7607 0.0639 3.8401
C -2.3317 -1.2530 3.9391
C -1.7813 -1.8985 2.8418
C -1.6120 -1.2431 1.6243
C -0.8571 -1.8333 0.4950
C -2.6266 -3.9425 0.2455
C -0.9949 -4.6605 -1.4086
C -0.5837 -3.9664 -2.4623
C 0.0465 -2.6365 -2.5357
C -0.2218 -1.5957 -1.7563
H -1.7088 1.8069 0.4862
H -2.4780 0.6188 -0.3766
H -2.9379 1.7625 2.5310
H -3.1918 0.5703 4.6930
H -2.4256 -1.7825 4.8782
H -1.4439 -2.9224 2.9226
H -3.1414 -4.8609 0.4832
H -1.3929 -5.6591 -1.5311
H -0.6216 -4.5295 -3.3911
H 0.8685 -2.5578 -3.2394
O 1.8794 3.4703 0.7989
C 1.4614 2.3488 1.0444
O 0.9840 1.5238 0.1925
C 1.4775 1.8933 2.5076
C 1.6560 2.8692 3.4797
C 1.5858 2.5251 4.8181
C 1.3576 1.2268 5.2271
C 1.2161 0.2674 4.2480
C 1.2697 0.5757 2.8979
N 1.0147 -1.1356 4.6655
O 0.8226 -1.3421 5.8506
O 1.0588 -1.9877 3.8086
N 1.7559 3.5691 5.8494
O 1.9540 4.7068 5.4742
O 1.6701 3.2306 7.0153
H 1.8344 3.8899 3.1741
H 1.3019 0.9701 6.2740
H 1.1878 -0.2224 2.1718
```

Computed properties:
Molar mass = 589.4 g/mol
LUMO level (alpha / beta) = 1.567 / 1.567 eV
HOMO level (alpha / beta) = -3.528 / -3.585 eV
⟨S²⟩ = 3.836
HOMO-LUMO gap (alpha / beta) = 5.10 / 5.15 eV
Multiplicity = 4
Charge = -1